Entry 1:
11
Properties=species:S:1:pos:R:3:forces:R:3 method="wB97M-V/def2-TZVPD" total_energy_ha=-625.16672 total_charge=+3 homo_ev="-23.387 / -26.274" s2=8.761 homo_lumo_gap_ev="9.028 / 5.715" multiplicity=6
C -1.690159 -0.567597 -1.374984 -2.923 -0.566 -1.328
O -2.823498 -0.419424 -1.307044 2.467 0.163 0.082
H -1.009354 -0.653683 0.549682 0.273 -0.031 0.854
C -0.143317 0.906795 -1.052494 0.014 2.129 2.654
O 0.944739 0.514485 -0.277235 0.224 -0.532 -0.239
C 0.880654 -0.301732 0.751317 -2.142 1.176 -1.321
O -0.231336 -0.839966 1.116745 0.262 -0.313 0.042
O 1.912584 -0.463763 1.398255 -1.066 1.805 -3.305
Rh 2.663782 -1.256043 2.811767 2.752 -2.496 4.624
F -0.658655 2.009103 -0.521161 0.162 -1.128 -0.861
H 0.154558 1.071823 -2.094843 -0.022 -0.207 -1.202

=====

Entry 2:
110
Properties=species:S:1:pos:R:3:forces:R:3 method="wB97M-V/def2-TZVPD" total_energy_ha=-3634.18320 total_charge=+3 homo_ev="-15.496 / -15.495" s2=2.114 homo_lumo_gap_ev="7.624 / 6.406" multiplicity=3
W -0.214400 0.091800 -0.005200 2.523 -0.390 0.465
O -3.335800 -0.997600 0.193800 -0.510 -0.701 0.291
S -2.667800 0.139100 -0.406800 -1.533 0.849 -0.460
C -3.503200 1.637000 0.165200 1.027 -0.008 0.347
C -4.756800 2.026100 -0.268800 -0.134 -0.157 -0.137
C -5.317200 3.175500 0.270200 0.068 -0.244 -0.095
C -4.622700 3.914600 1.215900 0.123 0.042 0.022
C -3.367000 3.519200 1.647700 0.100 -0.134 -0.082
C -2.797600 2.362700 1.122300 0.107 -0.388 -0.413
P -1.206600 1.652600 1.684400 -0.846 1.377 1.135
C -1.711000 1.062300 3.334400 0.212 -0.229 -0.130
C -3.033700 0.686400 3.567500 0.141 0.119 -0.168
C -3.440700 0.354800 4.849300 -0.002 -0.092 0.051
C -2.524300 0.340000 5.889000 -0.072 0.053 -0.100
C -1.192100 0.645700 5.644400 0.155 0.024 -0.016
C -0.782200 1.013700 4.375900 -0.164 0.048 -0.098
C -0.181800 3.123300 1.988100 0.250 -0.387 -0.205
C 0.748600 3.500700 1.016700 -0.173 -0.043 -0.067
C 1.501400 4.648400 1.192000 0.007 0.041 -0.097
C 1.315700 5.433200 2.322800 0.006 -0.069 -0.009
C 0.395400 5.059100 3.289900 -0.052 0.065 -0.026
C -0.346700 3.901200 3.132000 -0.049 -0.136 -0.001
C -2.988100 0.252400 -2.161800 0.676 0.291 -0.064
C -4.109100 -0.308700 -2.739000 -0.073 -0.049 0.323
C -4.300400 -0.144600 -4.104300 0.122 0.010 0.098
C -3.382400 0.583300 -4.848600 0.000 0.004 -0.041
C -2.251800 1.134100 -4.257900 0.050 0.030 0.292
C -2.026000 0.940000 -2.899100 -0.132 -0.092 0.209
P -0.502100 1.504700 -2.053300 -0.045 0.852 -1.991
C -0.681900 3.300500 -2.392400 0.181 -0.046 0.557
C -1.803200 3.951500 -1.876100 0.057 -0.083 0.064
C -2.027500 5.285000 -2.162600 -0.077 -0.021 0.061
C -1.149800 5.981600 -2.979000 0.010 -0.049 0.038
C -0.038700 5.338400 -3.494800 -0.024 0.125 -0.021
C 0.206000 4.008500 -3.195500 0.107 -0.204 0.035
C 0.922500 0.996900 -3.063600 0.008 0.013 0.185
C 0.856400 0.141300 -4.155300 -0.063 0.182 0.182
C 2.023200 -0.176800 -4.834700 0.062 -0.059 -0.064
C 3.245400 0.324700 -4.418100 -0.121 -0.015 -0.033
C 3.316000 1.145000 -3.300500 0.015 0.039 -0.006
C 2.161000 1.472500 -2.618200 -0.227 0.066 -0.181
H -5.282100 1.445100 -1.010700 -0.109 0.013 -0.093
H -6.295200 3.495400 -0.050600 -0.116 0.019 -0.067
H -5.061000 4.813300 1.618800 -0.065 0.112 0.057
H -2.846300 4.116800 2.379500 0.083 0.008 0.068
H -3.750400 0.670700 2.757800 -0.083 0.043 0.035
H -4.478600 0.122700 5.033800 -0.062 -0.070 0.021
H -2.851200 0.108700 6.890300 -0.009 -0.077 0.106
H -0.473200 0.615800 6.447800 0.060 0.035 0.121
H 0.247500 1.291900 4.192700 0.061 0.006 0.087
H 0.860900 2.890200 0.117400 0.041 0.286 0.158
H 2.224200 4.937900 0.444600 0.049 0.064 -0.086
H 1.890200 6.336600 2.450300 0.085 0.097 0.013
H 0.243300 5.672900 4.165400 0.042 0.026 0.062
H -1.046000 3.596600 3.897700 -0.031 0.052 0.057
H -4.797800 -0.868500 -2.123100 -0.137 -0.094 -0.028
H -5.158400 -0.591400 -4.583700 -0.062 0.007 -0.019
H -3.538600 0.707000 -5.909100 -0.021 0.040 -0.096
H -1.535700 1.692400 -4.847200 -0.025 0.003 -0.058
H -2.510000 3.409600 -1.262500 -0.050 0.068 -0.021
H -2.893100 5.783000 -1.754500 -0.119 0.036 0.027
H -1.339100 7.018100 -3.209500 0.011 0.104 -0.044
H 0.641500 5.872400 -4.138100 0.110 0.057 -0.078
H 1.084200 3.531600 -3.601100 0.043 -0.045 -0.080
H -0.089200 -0.279400 -4.466300 0.028 -0.008 -0.043
H 1.972400 -0.819800 -5.699900 0.001 -0.073 -0.070
H 4.143300 0.078400 -4.964800 0.061 -0.013 -0.032
H 4.270700 1.527500 -2.976800 0.117 0.070 0.075
H 2.200700 2.116100 -1.742500 0.087 0.061 -0.039
C -0.989600 -3.724600 2.062200 -0.030 0.133 -0.154
C -0.808100 -2.618900 1.078400 0.185 0.355 0.000
N -0.338300 -1.433000 1.414300 0.025 -0.670 0.938
O 0.082900 -1.219700 2.725000 0.070 -0.295 -0.091
C -1.095400 -2.741400 -0.312000 -0.084 -0.441 -0.035
C -1.609100 -3.971700 -0.979800 0.078 0.247 -0.131
N -0.850200 -1.624500 -0.966800 -0.138 -0.307 -0.413
O -0.939400 -1.449300 -2.209100 0.182 -0.509 0.156
H -0.036400 -4.027600 2.499600 0.040 0.027 0.043
H -1.427200 -4.592400 1.582500 -0.034 -0.051 -0.020
H -1.669000 -3.411400 2.858100 -0.023 -0.008 0.075
H -0.205100 -1.954800 3.301300 -0.059 0.238 -0.296
H -0.951200 -4.821900 -0.810700 0.019 -0.066 0.004
H -1.670800 -3.786800 -2.050600 -0.020 -0.060 0.028
H -2.604800 -4.217500 -0.608400 -0.022 -0.010 0.008
N 1.881100 0.640900 1.289900 -0.868 -0.091 0.018
C 3.126800 0.206900 0.624300 0.111 -0.356 -0.530
C 4.097800 -0.487700 1.590000 -0.226 -0.011 -0.130
C 3.674400 -1.918400 1.979000 0.195 -0.078 0.009
C 4.807600 -2.929300 1.761400 -0.054 -0.099 0.389
N 5.061700 -3.068800 0.341800 0.078 0.058 -0.221
C 5.381100 -4.169200 -0.326300 -0.070 0.153 0.080
N 5.256800 -4.140700 -1.652400 0.036 0.045 -0.234
N 5.783300 -5.282600 0.285600 0.000 -0.028 0.080
C 2.757300 -0.716300 -0.576700 0.812 0.633 1.058
O 3.629900 -1.321000 -1.175500 -0.119 0.055 -0.091
O 1.510200 -0.781900 -0.822300 -1.486 -0.045 -0.208
H 1.998000 1.589500 1.654000 -0.191 -0.178 -0.144
H 1.722000 0.042900 2.107600 -0.034 0.134 -0.137
H 3.623800 1.081300 0.190000 -0.158 -0.015 0.071
H 4.191600 0.120500 2.490400 0.127 0.105 -0.064
H 5.080700 -0.507200 1.120900 0.049 0.092 -0.026
H 2.808000 -2.229800 1.387300 -0.037 -0.127 0.063
H 3.383800 -1.959400 3.029200 -0.004 -0.029 -0.017
H 4.522600 -3.895500 2.183800 0.010 0.019 -0.020
H 5.709100 -2.583800 2.278000 -0.058 -0.066 0.020
H 4.772400 -2.268400 -0.228800 0.002 -0.217 -0.027
H 4.905300 -3.305000 -2.095500 -0.056 -0.066 0.003
H 5.587500 -4.882200 -2.245800 0.064 -0.012 0.074
H 6.023700 -5.284100 1.261600 0.028 0.055 -0.002
H 6.039300 -6.100300 -0.243000 -0.037 0.023 -0.013

=====

Entry 3:
34
Properties=species:S:1:pos:R:3:forces:R:3 method="wB97M-V/def2-TZVPD" total_energy_ha=-3030.57444 total_charge=-2 homo_ev=-1.391 homo_lumo_gap_ev=3.655 multiplicity=1
Zn 1.844540 -2.059115 1.268348 1.283 -1.747 1.045
C 4.759280 3.358465 0.518278 -1.033 0.654 0.289
C 3.451590 2.566445 0.498978 0.009 -3.106 -1.545
O 3.552450 1.207905 0.747088 0.320 0.074 1.291
H 5.666970 3.015615 0.021658 -0.269 -0.577 0.176
H 4.872350 3.571385 1.581278 0.834 0.221 -0.062
H 4.417070 4.251175 -0.005252 0.467 0.708 0.126
H 3.033360 2.505955 -0.505772 -0.281 1.327 -0.860
H 2.755020 3.136275 1.113948 -0.362 0.196 0.547
C -3.162410 -1.106915 4.282208 0.575 0.571 0.719
C -1.983890 -2.061315 4.491848 1.112 -0.737 -2.791
O -1.154030 -2.153065 3.334158 -0.717 0.325 0.984
H -2.818050 -0.079895 4.403618 0.057 0.228 -0.107
H -3.921910 -1.258085 5.049288 -0.342 -0.104 0.073
H -3.596500 -1.175625 3.284738 0.105 -0.366 0.041
H -2.391010 -3.062415 4.633878 -0.433 -0.592 0.159
H -1.396900 -1.921855 5.399638 0.020 0.739 0.432
F 3.931740 -3.191525 2.914908 -1.198 0.871 -0.882
F 1.916550 -4.877115 -0.003862 -0.196 1.337 0.247
O -0.110150 -1.121825 -1.699222 -1.228 -0.607 -3.979
S -0.610250 -1.123805 -3.110912 1.540 4.116 1.948
O -1.328180 -2.149315 -3.770242 -0.140 -0.805 0.126
O -1.633100 0.240455 -3.219612 2.954 -2.114 -2.262
C -1.935300 0.966805 -2.088512 -1.738 0.152 1.317
C -3.355880 0.494895 -1.868682 -1.670 -0.565 0.136
C 0.758890 -0.491375 -4.306022 -0.724 -1.282 1.157
H -2.056020 2.022205 -2.332762 0.832 0.143 -0.172
H -1.219290 0.810665 -1.281632 -0.191 -0.004 0.035
H -3.951030 0.821715 -2.721372 -0.094 0.934 0.016
H -3.905080 0.725475 -0.955822 0.339 0.209 0.109
H -3.505410 -0.558015 -2.107672 0.722 -0.464 0.877
H 1.346910 -1.376185 -4.549862 0.188 -0.056 0.507
H 1.331990 0.239345 -3.735332 -0.115 -0.045 -0.217
H 0.395680 -0.167325 -5.281302 -0.627 0.367 0.520

=====

Entry 4:
15
Properties=species:S:1:pos:R:3:forces:R:3 method="wB97M-V/def2-TZVPD" total_energy_ha=-1395.18676 total_charge=+4 homo_ev="-28.330 / -27.534" s2=3.760 homo_lumo_gap_ev="7.140 / 4.072" multiplicity=4
O -0.590365 0.157519 -0.205828 -0.040 -1.187 -1.071
O 0.878246 -0.048211 1.439019 0.028 0.010 2.711
O 1.486357 -0.147527 -0.635000 0.265 -1.789 -1.296
C 0.635628 -0.358300 0.306468 0.641 4.687 -0.989
Er 1.260717 2.824504 0.976820 0.336 -0.756 0.564
C -1.716852 -0.311257 0.174055 -1.510 0.487 1.498
C -2.923012 0.343406 -0.239661 -0.423 -0.348 1.391
H -1.699175 -0.998305 1.031401 -0.027 -0.750 -0.572
H -3.219630 0.009254 -1.242790 -0.209 0.192 -0.403
H -2.791091 1.433632 -0.143272 -0.034 -0.090 -0.761
H -3.703590 0.061017 0.492198 0.003 -0.109 -0.570
C 2.856362 -0.656560 -0.522878 1.151 0.376 0.462
H 2.874305 -1.619307 -1.039659 0.289 0.075 -0.638
H 3.178803 -0.858598 0.498402 -0.525 -0.131 0.465
H 3.473301 0.168735 -0.889281 0.053 -0.668 -0.790